# 1
This record from the OMol25 dataset describes C34H34FeNO as an isolated structure at a distorted geometry. The level of theory is ωB97M-V/def2-TZVPD.

```
71
Properties=species:S:1:pos:R:3:mulliken_charge:R:1
C 4.53542 0.91561 3.50100 -0.750
C 3.47528 0.69978 4.47218 -0.528
C 2.46641 -0.14895 3.85753 -1.161
C 2.90400 -0.46221 2.50499 -0.390
C 4.18374 0.19779 2.28569 -0.973
Fe 2.78555 1.49163 2.79588 0.366
C 3.13241 3.17832 1.81512 -0.954
C 2.57598 3.43482 3.13153 -0.613
C 1.33209 2.71451 3.23854 -1.256
C 1.05087 2.04852 1.94273 2.123
C -0.09226 1.27965 1.56100 -1.987
C -1.34276 1.39083 2.23831 1.232
C -2.26488 0.30309 2.23933 -0.512
C -3.52094 0.43541 2.81878 -0.619
C -3.91116 1.64186 3.41992 -0.426
C -3.01080 2.71727 3.45884 -0.785
C -1.74954 2.60015 2.89045 -0.442
C 2.23456 2.30287 1.10421 -0.454
H 5.46937 1.43949 3.68542 0.448
H 3.48464 1.02865 5.50785 0.524
H 1.59033 -0.55736 4.35399 0.578
H 2.41647 -1.14744 1.81548 0.597
H 4.80675 0.09403 1.40133 0.522
H 4.03920 3.62009 1.41019 0.383
H 2.99504 4.09571 3.88865 0.566
H 0.62262 2.73631 4.05956 0.748
H 0.07758 0.44452 0.87353 0.384
H -1.94257 -0.64196 1.79700 0.312
H -4.20953 -0.41149 2.81267 0.384
H -4.90290 1.74373 3.86234 0.375
H -3.29500 3.65284 3.94512 0.384
H -1.05846 3.44680 2.92308 0.580
H 2.29232 1.98309 0.06843 0.742
O -0.13886 -0.54335 -4.03543 0.029
C -0.54691 -1.16617 -2.82803 0.658
C -1.60164 -2.18753 -3.29767 -0.017
C -1.46897 -2.74385 -4.56956 -0.640
C -2.42408 -3.66086 -5.02838 -0.617
C -3.49610 -4.03531 -4.21425 -0.458
C -3.61814 -3.48139 -2.93845 -1.008
C -2.68245 -2.54562 -2.48267 -0.002
C 0.65408 -1.84116 -2.14250 0.287
C 1.93330 -1.30000 -2.26891 -0.711
C 3.02021 -1.92035 -1.63921 -0.414
C 2.83173 -3.09565 -0.90378 -0.350
C 1.54936 -3.64171 -0.78898 -0.705
C 0.46095 -3.01300 -1.40502 -0.640
C -1.11469 -0.11416 -1.84869 0.575
C -2.30536 0.68019 -2.41742 -0.830
C -2.11866 2.11006 -1.89267 -0.912
C -0.63888 2.22006 -1.48207 -0.882
N -0.18753 0.86106 -1.39402 1.060
H 0.37175 0.26522 -3.84918 -0.057
H -0.63219 -2.45536 -5.20879 0.427
H -2.31495 -4.07511 -6.02957 0.386
H -4.22966 -4.76190 -4.56722 0.356
H -4.44228 -3.76113 -2.28291 0.398
H -2.78190 -2.10413 -1.48710 0.489
H 2.10186 -0.41036 -2.88344 -0.125
H 4.01127 -1.47540 -1.74116 0.522
H 3.68419 -3.58941 -0.43261 0.485
H 1.38436 -4.55926 -0.22313 0.315
H -0.54164 -3.43678 -1.32285 0.314
H -1.43076 -0.66262 -0.94746 -0.084
H -2.26728 0.65673 -3.51629 0.534
H -3.24242 0.21694 -2.09221 0.297
H -2.38418 2.86191 -2.64056 0.413
H -2.74570 2.25853 -1.00534 0.262
H -0.07407 2.79775 -2.24037 0.771
H -0.50034 2.74088 -0.52614 -0.125
H 0.75677 0.64430 -1.10667 -0.399
```

Summary:
expectation value of S²: 6.067
net charge: -1
multiplicity: 5
DFT total energy: -73729.034 eV


# 2
This record from the OMol25 dataset describes C6H17N3 as an isolated structure at a distorted geometry. The level of theory is ωB97M-V/def2-TZVPD.

```
26
Properties=species:S:1:pos:R:3:mulliken_charge:R:1
C 1.40741 1.18774 0.39340 0.596
C 1.22355 0.93412 -0.98188 -1.299
N 1.24455 2.49736 0.90782 -0.636
N 2.33374 0.44112 1.18949 -0.547
H 0.03455 0.44231 0.90473 0.219
H 0.61966 3.06550 0.35481 0.219
H 0.96489 2.50085 1.88116 0.235
H 3.16543 0.98194 1.40244 0.246
H 2.60547 -0.42642 0.74521 0.207
H 1.96724 0.32012 -1.47744 0.252
H 0.89363 1.75899 -1.60498 0.353
H 0.05771 0.07207 -0.98475 0.075
C -0.88003 -2.00742 -1.11758 -1.642
C -2.22154 0.15153 -1.11228 -1.632
C -1.04930 -0.61966 -0.53532 1.251
N -0.29961 -1.54330 1.66381 -0.660
C -0.83250 -0.43945 0.89611 -0.387
H 0.41739 -2.04285 1.15165 0.195
H 0.12544 -1.22044 2.52572 0.293
H -1.68811 -0.00616 1.42187 0.360
H -1.64788 -2.69817 -0.75085 0.385
H -0.95235 -1.97652 -2.20674 0.399
H -3.17526 -0.34636 -0.90405 0.413
H -2.13031 0.25244 -2.19681 0.371
H -2.27914 1.15814 -0.69148 0.380
H 0.09537 -2.43750 -0.87407 0.355
```

Summary:
energy above the lowest of the compared OMol25 structures with the same formula, charge and spin: 65.7 kcal per mole


# 3
This record from the OMol25 dataset describes a 2-piece molecular cluster, C4H11N3O2 overall at a distorted geometry. The level of theory is ωB97M-V/def2-TZVPD.

```
20
Properties=species:S:1:pos:R:3:mulliken_charge:R:1
H 2.54350 0.05922 1.32155 0.226
N 1.78458 -0.13419 0.49875 -0.640
C 1.03312 -1.15114 0.52749 0.401
N -0.18058 -1.04084 -0.25321 -0.401
N 1.26123 -2.14820 1.41622 -0.252
C 2.61396 -2.70661 1.53199 -0.831
H -0.33865 -1.89100 -0.84206 0.211
H -0.46033 -0.28302 -0.70834 0.182
H 0.51485 -2.89709 1.59044 0.268
H 2.95453 -2.09938 2.47650 0.262
H 3.21006 -2.44833 0.54138 0.252
H 2.66525 -3.77371 1.58805 0.326
C -1.72232 2.76496 -1.99424 -0.853
C -2.34092 2.24482 -0.84776 0.791
O -1.94471 1.48131 0.03931 -0.609
O -3.57950 2.81864 -0.49224 -0.523
H -0.73280 3.25887 -1.73940 0.259
H -2.37032 3.38199 -2.57886 0.312
H -1.31004 1.89112 -2.59794 0.262
H -3.60090 2.67260 0.52238 0.357
```

Summary:
SMILES: [H]/N=C(/N)NC.CC(=O)O
energy above the lowest of the compared OMol25 structures with the same formula, charge and spin: 68.3 kcal per mole


# 4
This record from the OMol25 dataset describes C34H30ClN5O4SSbV as an isolated structure. The level of theory is ωB97M-V/def2-TZVPD.

```
77
Properties=species:S:1:pos:R:3:mulliken_charge:R:1
V 0.77086 -0.35569 0.52781 0.597
C 4.08223 -1.80105 3.05796 -1.702
C 3.11156 -1.45870 1.97281 0.241
N 1.95429 -0.91919 2.16855 1.319
N 1.51759 -0.77430 3.45236 -1.120
C 0.21368 -0.89882 3.52029 -0.137
N -0.32547 -0.84476 4.77831 -0.395
S -0.85144 -1.22974 2.19446 -0.417
C 3.35461 -1.86826 0.58610 0.789
C 4.58492 -2.35542 0.14996 -0.966
C 4.70759 -2.82524 -1.14381 -0.466
C 3.59805 -2.80178 -1.97687 -1.361
C 2.41441 -2.28920 -1.47922 0.086
N 2.27957 -1.83651 -0.23234 0.339
H 3.69429 -1.45236 4.00990 0.371
H 4.24457 -2.88059 3.11007 0.337
H 5.04909 -1.32847 2.86975 0.367
H 0.24849 -0.36132 5.45324 0.269
H -1.30437 -0.61534 4.80293 0.291
H 5.42894 -2.36049 0.82474 0.388
H 5.65767 -3.20436 -1.49830 0.411
H 3.64025 -3.16158 -2.99490 0.464
H 1.53461 -2.23041 -2.10663 0.297
O 0.97511 -0.20306 -3.41004 -0.618
Cl 0.64598 0.53630 -2.23208 1.844
O 0.06966 1.79305 -2.54876 -0.685
O 1.82490 0.69254 -1.38394 -0.675
O -0.29567 -0.26268 -1.40814 -0.066
C 0.22836 1.76845 0.98754 -2.110
C 0.41129 2.15823 2.36302 0.904
C 1.68005 2.53183 2.86465 -0.315
C 1.88494 2.82387 4.19134 -0.881
C 0.82046 2.77503 5.10139 0.508
C -0.45180 2.43748 4.62699 -0.918
C -0.64814 2.13854 3.29771 -0.163
C 1.02682 3.07363 6.48324 0.138
N 1.19559 3.31297 7.59889 -0.631
H 0.90528 2.29400 0.31189 0.667
H -0.80667 1.85466 0.65055 0.435
H 2.51658 2.56529 2.17498 0.371
H 2.87223 3.09335 4.54637 0.424
H -1.28543 2.41469 5.31951 0.449
H -1.63637 1.86502 2.94802 0.350
C -7.57600 -3.58877 -2.30288 -0.385
C -7.26798 -3.13844 -1.02772 -0.557
C -6.01692 -2.59221 -0.76836 -0.631
C -5.05419 -2.49336 -1.77097 -0.280
C -5.37816 -2.94987 -3.04838 0.140
C -6.62868 -3.49261 -3.31361 -0.653
Sb -3.12534 -1.67548 -1.25898 0.889
C -2.12492 -3.57782 -1.19611 -0.091
C -2.74191 -4.79195 -1.48610 -0.141
C -2.03199 -5.98276 -1.39446 -0.731
C -0.69696 -5.97337 -1.01277 -0.570
C -0.07133 -4.76895 -0.72413 -0.673
C -0.78573 -3.58257 -0.81336 0.284
C -2.58716 -1.20009 -3.28130 0.200
C -1.43138 -1.69929 -3.87142 -0.130
C -1.05873 -1.29835 -5.14823 -0.236
C -1.84290 -0.39732 -5.85235 -0.599
C -2.99868 0.10926 -5.27274 -0.561
C -3.36160 -0.28494 -3.99282 -0.602
H -8.55137 -4.01176 -2.50961 0.361
H -8.00196 -3.20857 -0.23425 0.369
H -5.79090 -2.23931 0.23255 0.363
H -4.64682 -2.88225 -3.84539 0.438
H -6.86313 -3.84258 -4.31184 0.375
H -3.78403 -4.81713 -1.78124 0.332
H -2.52452 -6.92089 -1.62094 0.382
H -0.14703 -6.90346 -0.93617 0.351
H 0.96798 -4.75120 -0.41825 0.466
H -0.30358 -2.63848 -0.59289 0.261
H -0.80318 -2.39674 -3.32986 0.131
H -0.14417 -1.68151 -5.58322 0.367
H -1.54999 -0.08058 -6.84565 0.342
H -3.61090 0.82083 -5.81348 0.374
H -4.26251 0.12654 -3.54855 0.383
```

Summary:
expectation value of S²: 3.778
energy above the lowest of the compared OMol25 structures with the same formula, charge and spin: 46.8 kcal per mole
net charge: -1
multiplicity: 4


# 5
This record from the OMol25 dataset describes C23H16BrIN3S2Sn as an isolated structure. The level of theory is ωB97M-V/def2-TZVPD.

```
47
Properties=species:S:1:pos:R:3:mulliken_charge:R:1
Sn 1.71170 0.81622 0.21512 1.194
S 2.29313 1.05196 2.56722 -0.412
C 2.55955 2.72417 2.08553 0.764
C 2.84860 3.75968 2.96524 -0.748
C 3.09192 5.01244 2.43382 -0.162
C 3.03601 5.21265 1.05682 -0.679
C 2.70973 4.14528 0.25180 -0.328
N 2.47728 2.92984 0.76372 -0.223
H 2.87918 3.57511 4.02940 0.429
H 3.32533 5.83778 3.09348 0.413
H 3.23602 6.18054 0.62169 0.414
H 2.62921 4.23783 -0.82358 0.461
S 3.62886 0.30781 -1.18475 -0.358
C 3.27595 -1.31282 -0.62760 0.651
C 4.09626 -2.41393 -0.83275 -0.715
C 3.68717 -3.63257 -0.32355 -0.110
C 2.47618 -3.73789 0.35658 -0.813
C 1.71540 -2.60526 0.52569 -0.337
N 2.12078 -1.41886 0.04685 -0.218
H 5.02716 -2.30437 -1.36939 0.435
H 4.31590 -4.50372 -0.45295 0.415
H 2.13343 -4.68313 0.75023 0.421
H 0.76325 -2.61736 1.03751 0.549
N -4.64252 4.55501 -0.59571 -0.423
C -3.69550 3.91382 -0.49692 -0.244
C -2.49720 3.12136 -0.37197 0.480
C -1.70308 2.89465 -1.49365 -0.645
C -0.53695 2.15427 -1.37519 -0.612
C -0.18801 1.65169 -0.12628 0.451
C -0.97526 1.86398 1.00033 -0.472
C -2.14232 2.60328 0.87005 -0.547
H -1.99942 3.29842 -2.45236 0.473
H 0.07107 1.97154 -2.25164 0.491
H -0.70005 1.46377 1.96846 0.478
H -2.77584 2.78091 1.72854 0.479
Br -4.76514 -2.93652 1.63053 -0.178
C -4.13607 -3.61744 -0.01139 0.048
C -4.82296 -4.67962 -0.58351 -0.366
C -4.39189 -5.22256 -1.78268 -0.535
C -3.27723 -4.70253 -2.42318 -0.588
C -2.59305 -3.63572 -1.86234 -0.436
C -3.02124 -3.09561 -0.65614 0.320
I -1.94702 -1.47862 0.12389 0.263
H -5.69853 -5.07199 -0.08562 0.397
H -4.93116 -6.05353 -2.21671 0.373
H -2.93881 -5.12217 -3.36092 0.377
H -1.72981 -3.21780 -2.36173 0.376
```

Summary:
energy above the lowest of the compared OMol25 structures with the same formula, charge and spin: 10.0 kcal per mole
net charge: +1